The following is a DFT calculation (ωB97M-V/def2-TZVPD) of C29H46Cl4Ge2NO2PdSeSi2 as an isolated structure in a non-equilibrium geometry.

Values from the calculation:
net charge = +2
E = -284090.4933 eV
relative energy (zero: lowest compared OMol25 entry of this formula, charge and spin) = 62.9 kcal/mol
HOMO energy (alpha / beta) = -11.60 / -13.04 eV
multiplicity = 6

CARTESIAN COORDINATES (ANGSTROEM)
Pd  0.73  1.65  -0.05
C  -1.20  5.13  4.09
C  -1.27  3.68  3.63
C  -2.81  3.21  3.74
C  -0.45  2.78  4.65
Si  -0.52  3.41  1.95
O  0.36  2.04  1.91
C  0.60  4.94  1.52
C  1.83  5.17  2.13
C  2.78  6.11  1.69
C  2.52  6.80  0.52
C  1.27  6.63  -0.05
C  0.36  5.62  0.32
C  -1.85  3.26  0.64
C  -2.02  2.00  0.09
C  -3.14  1.68  -0.73
C  -4.10  2.64  -1.02
C  -3.87  3.93  -0.53
C  -2.77  4.24  0.25
H  -1.68  5.34  5.10
H  -1.67  5.90  3.52
H  -0.11  5.42  4.19
H  -3.24  3.67  4.65
H  -3.03  2.13  3.90
H  -3.39  3.50  2.87
H  -1.03  2.89  5.61
H  0.55  3.14  4.85
H  -0.46  1.77  4.35
H  2.00  4.63  3.07
H  3.73  6.06  2.18
H  3.31  7.48  0.12
H  1.03  7.22  -0.91
H  -0.54  5.34  -0.27
H  -1.28  1.18  0.30
H  -3.25  0.62  -1.03
H  -4.98  2.42  -1.67
H  -4.54  4.77  -0.75
H  -2.65  5.32  0.56
Cl  -0.71  -2.84  4.71
C  -1.85  -3.32  3.59
C  -1.60  -4.51  2.84
C  -2.59  -4.93  1.98
C  -3.68  -4.13  1.68
N  -3.93  -2.98  2.37
C  -3.03  -2.56  3.26
H  -0.66  -5.07  2.97
H  -2.48  -5.96  1.58
H  -4.52  -4.54  1.10
H  -3.27  -1.62  3.80
Cl  -0.35  2.02  -3.66
Ge  1.40  2.52  -2.62
Cl  2.92  2.21  -4.07
Cl  1.69  4.80  -2.59
C  4.25  1.61  -0.48
Si  3.04  0.19  -0.96
C  3.66  -1.08  -2.27
C  2.44  -0.78  0.67
O  1.76  0.95  -1.75
H  5.20  1.12  -0.26
H  3.85  2.13  0.43
H  4.28  2.31  -1.33
H  4.75  -1.15  -2.12
H  3.39  -0.86  -3.31
H  3.24  -2.11  -2.04
H  2.90  -1.76  0.75
H  1.38  -0.87  0.79
H  2.80  -0.06  1.41
C  0.65  -7.86  -5.16
Ge  0.84  -6.75  -3.54
C  0.71  -7.72  -1.83
C  2.44  -5.55  -3.61
C  -0.76  -5.58  -3.77
Se  -1.22  -4.40  -2.30
C  -0.45  -2.56  -2.80
H  1.38  -8.66  -5.28
H  0.62  -7.17  -5.97
H  -0.34  -8.33  -5.11
H  1.41  -8.56  -1.84
H  -0.27  -8.18  -1.71
H  0.83  -7.13  -0.95
H  3.31  -6.22  -3.39
H  2.26  -4.81  -2.86
H  2.43  -5.17  -4.61
H  -1.64  -6.16  -3.94
H  -0.75  -4.89  -4.65
H  -1.09  -2.00  -3.56
H  0.55  -2.64  -3.22
H  -0.38  -2.11  -1.80

Here are the Mulliken charges for atoms 1 to 8, given in e:
1. Pd 0.71
2. C -1.57
3. C 1.64
4. C -1.45
5. C -1.82
6. Si 0.32
7. O -0.80
8. C 0.55